No. 1
This record from the OMol25 dataset describes 11 unconnected molecules or ions with the total composition C45H57BrF6N3O33 in a non-equilibrium geometry. The level of theory is the ωB97M-V functional and the def2-TZVPD basis.

Geometry as XYZ:
```
145
Properties=species:S:1:pos:R:3
C -0.16556 -3.64760 0.19542
H 8.43073 3.89242 8.13554
O -4.35492 -6.13994 2.42830
O -1.92888 -0.99192 2.94368
H -5.46401 -1.70643 -0.59332
O -0.07583 -0.00080 3.72602
C -6.34928 0.97812 0.12274
O -2.36218 -5.16780 2.07130
O -10.66155 -4.92632 -1.07645
H 5.56364 2.11436 3.44447
H -5.19259 -0.08336 1.60768
F -8.16708 -4.85440 -3.91852
O -2.08252 5.95266 4.81846
H -1.26524 3.08528 -12.18781
C 10.55453 1.95456 2.20291
O -10.86723 -4.84855 -3.27789
C 3.54416 3.02119 7.12466
N -2.27285 -2.72304 -0.71687
H 2.49295 3.25149 6.97583
O -1.53789 1.18236 2.54873
C -5.66552 -5.63799 2.70998
C 5.62798 2.03098 2.36378
C 2.20658 -2.69613 -8.61300
H 1.12101 1.61751 4.30785
H -1.49082 -1.59191 -5.85341
C -10.33389 -4.48775 -2.30514
O -4.26605 -3.95143 2.01650
O -0.34887 5.09176 3.66856
O 9.94095 2.54771 8.63108
C -4.61334 -2.31623 -0.84401
H 2.61116 -1.96957 -9.31123
O 1.98894 -3.10759 -6.36527
O 9.44447 2.22167 1.87343
C 12.43503 0.75502 2.54377
O -2.23674 -0.65826 -4.14912
O -0.57469 1.47031 -11.06946
H -3.60919 -5.04683 -2.50294
F -6.06461 -3.08788 -4.27103
C -0.91656 -2.38607 -0.27202
O 11.47201 0.94678 8.22233
O -0.18871 0.30739 -9.17724
H -0.96224 -1.70836 0.55989
C 0.88318 -4.23399 -0.74476
O 3.54435 -4.73258 -6.23971
F -8.61406 -2.82820 -4.54406
H 2.28553 -1.18447 -7.04630
H -3.30507 7.49595 4.20912
C -3.37766 6.43190 4.43729
H -4.76772 1.58321 1.43517
C -2.09761 2.93886 -10.17002
O 4.19507 2.80354 5.86510
H 0.56596 -4.29138 -1.77687
C -6.05590 -3.91118 -2.09955
C -2.22439 -0.84038 -5.57372
O 11.01305 0.69653 2.38671
C 10.78275 1.83410 7.84504
C -2.47576 0.65265 -3.89937
C 12.64614 2.17573 3.02365
H -6.25348 -3.54305 2.48665
H 1.07967 -5.25097 -0.41357
H -6.26575 0.85043 -0.95058
H -3.27465 -1.07028 1.35098
H -3.21411 -1.16906 -5.89629
C -9.26526 -3.38047 -2.34683
C -3.55168 -4.16032 -1.88856
H -2.40895 1.74675 -11.97111
C 5.45341 3.28665 5.95101
H -6.71106 1.97019 0.35921
C -0.77995 1.14533 -9.78138
C -3.82992 0.36493 -0.05036
H -1.04196 2.62985 3.94191
H -4.27326 6.11509 2.46693
H -9.92456 -5.40744 -0.67874
H 3.63238 2.11502 7.72547
H 8.75054 2.64973 6.08578
O -2.36941 5.31489 2.70465
H -7.12196 0.30740 0.49031
H 1.43289 -3.27996 -9.11422
O -2.71442 1.09395 -2.82151
N -2.37158 -3.83837 -1.45580
H 9.86333 3.98916 5.75724
H 3.94213 5.14873 7.39162
C -0.59616 2.14333 3.07558
H 0.35707 -3.34317 1.09686
H 12.90223 0.56621 1.57589
C 0.57360 1.26159 3.43888
H -5.77618 -5.53207 3.78960
C -3.54291 -5.09840 2.16085
C -1.87879 0.54589 -6.07263
N -3.08558 -0.84033 0.37720
H 12.77334 0.00682 3.25487
C -5.65723 -4.30532 1.99102
C -5.02005 0.69485 0.86806
C 2.98125 -3.89434 -6.85833
H -0.87790 -4.39000 0.52007
F -8.63486 -3.28227 -1.14897
C -6.80380 -3.07352 -3.13890
C 4.33650 4.17903 7.69709
C -8.21863 -3.58280 -3.49386
H 1.82270 -3.70897 -0.63443
O 5.62245 3.99296 7.08866
C 3.54226 1.83666 1.53772
O 2.42116 2.11219 1.22505
H -1.54324 3.83786 -9.89888
C 9.46199 3.66694 7.87737
C -1.23775 -0.02010 3.07042
H -0.80274 0.70785 -6.14256
O -6.54276 -4.90919 -1.66362
H 5.88064 0.43559 0.89704
C -3.67959 5.59294 3.21190
H 10.08577 4.53370 8.10315
F -9.90651 -2.21546 -2.55611
H -3.12458 1.18211 0.03335
O 10.72481 2.27158 6.56189
C -1.48761 5.42287 3.72568
O 6.29918 3.11251 5.13245
O 11.52963 2.86172 2.43912
H 0.66062 -1.83545 -7.33663
H -6.42344 -6.32178 2.33846
O -2.40863 1.37973 -5.03083
H 12.58337 2.26282 4.10949
C -4.73230 -3.44654 -1.60987
H -4.10517 0.31527 -1.09648
F -6.88648 -1.79196 -2.71798
C -3.32108 -1.96238 -0.40874
H -4.16678 4.64859 3.46212
H -2.33320 0.78269 -7.02887
H -3.16192 3.15317 -10.14086
C 5.41318 0.61916 1.86524
O -1.76516 1.89592 -9.24172
H 4.41944 4.15113 8.77965
O 3.23144 -3.58416 -8.15325
H 5.74582 -0.13916 2.56790
O 4.50949 2.72992 1.77770
Br -0.03482 -1.42514 -1.70100
H 6.57015 2.45837 2.03115
C 1.72007 -2.07666 -7.32031
H -4.09026 6.28774 5.24438
H 13.58388 2.60550 2.68286
H 1.26245 1.12886 2.60239
C 9.62557 3.18763 6.45155
C -1.63589 2.34397 -11.48632
H -5.97956 -4.39887 0.95301
H -0.34945 2.89259 2.33199
O 3.98330 0.57283 1.70509
```

The frontier orbital gap is 0.2894 Eh. For the highest occupied orbital energy, the calculation gives -11.98 eV. The calculation puts the energy relative to the best compared isomer or geometry (same formula, charge and spin) at 0.0 kcal per mole. Its strongest force on any atom is 1.91 eV Å⁻¹. As for the charge: +1.



No. 2
This record from the OMol25 dataset describes 9 unconnected molecules or ions with the total composition C45H57N9O16 in a non-equilibrium geometry. The level of theory is the ωB97M-V functional and the def2-TZVPD basis.

Geometry as XYZ:
```
127
Properties=species:S:1:pos:R:3
C -0.02733 -5.41453 0.03090
C -1.77203 -6.10716 -1.63065
H -2.70534 -3.34540 5.93073
H -2.71037 5.53654 -3.48101
C -1.23430 -5.17207 -0.72840
H 0.93757 -0.13447 -4.40711
C 3.62052 -2.17805 1.11902
C 0.37673 1.50502 -3.13972
H -3.36277 -4.73181 4.95369
C 0.83080 2.74325 -2.64508
C -0.48614 -2.19604 -5.92701
O -1.48550 -0.59214 -0.72279
H -3.77902 1.27057 1.95294
H 0.24665 -4.87226 0.67869
H 3.49971 -1.11606 -4.23494
H 0.29869 -2.78610 -6.43055
C -5.45820 3.08392 0.60179
H -2.75117 -0.17787 -3.39137
H -1.52685 2.91186 0.85253
H -1.85334 -4.78457 5.59468
C 1.07063 3.50941 5.59319
H -0.14933 -2.67545 2.78941
H -1.25800 1.04655 4.06489
C -2.71473 -3.39965 2.73388
O -0.05796 -10.19779 -1.45193
C -0.42009 1.40616 4.68599
C -2.32804 2.70256 -1.22797
H 6.26476 0.99684 2.32684
H 2.61218 4.82798 -1.67110
C -2.06901 5.69661 -1.38748
H 0.15261 3.14875 -2.06244
O 8.30730 -0.61615 1.82787
H 1.36173 1.21472 -0.42363
H -2.57591 1.84463 -1.12150
C 5.11229 -2.19964 0.98515
O 1.71183 -9.47030 -0.60226
O -4.25001 0.93856 -5.58491
N 3.05010 1.42925 -2.38829
H 2.91607 -0.77870 -1.28911
O -1.46402 6.99488 1.06251
H -1.42883 -2.06090 -2.48703
C 1.77352 2.20685 -0.32796
H 4.19564 0.32054 -4.60989
C -0.01201 -7.92941 -0.86407
C 3.73826 -0.41710 -3.77660
H -2.93859 2.98645 -3.28654
H -1.70286 -4.15089 -0.66883
H 0.39604 -0.69228 5.25746
H 2.40974 2.06871 0.46472
H 1.59106 -7.30939 0.56164
C -1.86624 4.98690 0.00690
C 0.61638 -6.86406 -0.11177
N 1.39847 4.96682 5.63386
H 2.26595 0.18622 6.34467
H -1.27075 -0.88609 -7.46459
H -6.46488 2.80098 0.69587
H 3.11636 2.78106 6.35913
C -1.26057 -7.61098 -1.59154
C -1.27278 -1.10096 -6.57151
C 1.39212 0.59800 -3.95323
H -6.14253 4.24311 3.41022
H 2.96447 -2.84968 0.82850
H -2.31319 -4.20523 1.97527
C -5.24770 4.38349 2.64955
O 7.88349 -2.23302 0.40487
N -4.94991 3.16682 1.92153
H -0.42577 1.58182 -3.77959
O 0.24415 -3.10960 4.70955
H -2.09838 6.79586 -1.63829
C 2.20291 2.51029 5.97091
C 2.57094 0.24086 -2.95590
C -2.66863 3.55273 -2.47372
N -1.10550 -0.88057 0.45938
H 4.65007 -0.67755 -3.27030
C -4.02975 2.23296 2.43436
C -0.62449 -2.62747 -4.59677
C -2.32401 -0.83258 -4.18251
C 0.60257 0.47490 5.36869
H -0.99179 3.44489 4.57249
H 3.45258 0.72886 2.84001
C 2.25211 -0.79222 -1.91125
H 1.80002 1.04344 -4.92522
O -1.17123 0.01730 1.38811
C -2.50328 4.83239 -2.61756
C 5.44278 0.15949 2.06343
C 3.88561 0.06954 2.26781
N -3.34000 0.39025 -6.30072
H -1.56871 -8.17191 -2.49796
C -2.55598 -4.07476 5.13139
H 1.21744 3.03864 0.01524
H -3.78832 -3.72702 2.86344
H 1.92898 -0.95769 2.00277
C -0.52496 -3.13201 3.78120
H 3.90420 3.87601 -1.16089
C -1.50380 -1.97102 -3.56781
N -1.84514 -3.53666 3.90262
C -0.26483 2.93965 4.92856
O -3.34929 0.44492 -7.50895
H -2.67802 -2.31102 2.43866
H 5.65698 -2.92102 0.61793
N 0.62293 -9.29270 -0.98840
C 1.75098 0.92924 5.93489
H 0.02167 -3.31342 -4.09271
C 6.10527 -1.01193 1.30517
O -0.34566 -1.84580 0.57435
H -5.54090 3.93953 -0.20937
H -2.55347 -5.74184 -2.14119
H -4.44105 4.57961 3.53529
C -2.45259 -0.50587 -5.65982
O -3.50362 2.28688 3.52235
O 4.30637 1.49999 -2.06296
H -0.27237 0.81214 -2.70373
N -1.47698 5.75742 1.23318
C 2.25466 2.60173 -1.75761
H 1.27815 -0.76415 -1.48329
H 2.39475 -1.91844 -2.39468
H -5.21223 5.34469 2.01448
C -1.84727 3.46023 -0.03200
H 1.16681 3.35583 -3.42042
O 0.56959 5.74750 5.45402
C 3.09624 3.76803 -1.79028
H -4.94624 2.35078 0.09087
O -0.81211 5.09802 2.00804
H 3.42538 3.90456 -2.75384
C 3.04481 -0.94146 1.93653
N 7.49897 -1.26477 1.08358
O 2.61712 5.26469 5.79239
```

The frontier orbital gap is 0.1549 Eh. For the highest occupied orbital energy, the calculation gives -8.63 eV. The calculation puts the energy relative to the best compared isomer or geometry (same formula, charge and spin) at 135.2 kcal per mole. Its strongest force on any atom is 17.03 eV Å⁻¹. As for the charge: 0.



No. 3
This record from the OMol25 dataset describes a molecular structure, C45H58N10NaOS4 in a non-equilibrium geometry. The level of theory is the ωB97M-V functional and the def2-TZVPD basis.

Geometry as XYZ:
```
119
Properties=species:S:1:pos:R:3
H 3.56000 -3.16140 2.05430
C 4.12370 3.76450 -2.41820
H 2.63830 8.97590 0.11560
H 0.64440 3.79610 4.26410
S 2.10200 0.50600 -1.46200
H 6.71580 2.08750 -4.43900
H -5.40500 -0.05870 0.57430
C -2.06510 -1.18690 -4.26920
O -1.85430 1.15350 1.46220
C 0.44150 -3.70700 -1.66310
C 1.71250 9.37740 -1.76990
C -4.45360 1.96760 4.53490
N -2.18520 -1.11730 -1.51140
C 4.56960 2.02250 -7.04310
C 1.07290 6.66560 -1.80440
H -3.94910 -0.14160 -4.19200
C 4.66080 1.37150 -2.80780
C 4.64970 1.54380 -4.29950
C -3.33200 2.75850 4.34810
H 2.99920 5.49960 -3.10560
C -4.61830 0.83130 3.75790
Na -0.32830 0.41360 0.53200
H -2.47930 5.13430 -1.97660
C 2.08820 8.55910 -0.71640
C 2.47850 -5.58360 1.81040
C 2.03920 -2.41030 1.00360
N 0.78880 -2.52230 0.77030
C 1.01190 8.84380 -2.83690
H -4.01310 3.67680 1.25530
H 1.52570 -3.58470 -1.67930
H -2.51600 -1.82780 3.20110
N 1.90690 4.35390 -1.77540
H -6.01950 -0.94680 1.97690
S 3.19390 -1.45650 0.15340
C -2.62640 1.36990 2.48530
H -3.49010 -2.86650 2.15840
C -3.85120 -0.73840 1.91500
H 0.21100 -4.46110 -0.90440
C -0.19990 -2.40220 -1.25020
H 2.44420 3.93870 -3.77070
H -1.99120 -1.18050 -5.34800
H -0.56650 2.77420 2.40680
S -1.51880 2.68150 -2.32260
H 2.50210 1.48650 -6.91490
C -2.62530 3.27360 -1.23790
H 4.89760 3.84710 -3.18260
H -5.22730 -1.80960 0.64680
N 2.55040 -3.12060 2.07580
C 0.69580 7.49620 -2.85230
C -1.17650 -1.74610 -2.11550
H 1.92740 -6.47290 2.10590
H 3.52210 -5.71920 2.08600
C 2.83310 4.44350 -2.87290
C -1.14890 3.27610 3.18340
H -2.04460 5.25010 3.42460
H 3.16390 0.83070 4.97610
C -0.29880 3.28720 4.45370
H -4.22090 -2.10120 3.57690
H -5.05410 3.53910 -0.18600
H 0.13840 4.94120 -0.94670
S 1.02990 3.14020 0.36220
C -4.34590 3.00930 0.45350
H -4.83080 2.15340 0.91380
C 2.40810 0.49180 4.29630
H 6.64580 2.51350 -6.85930
H 2.41640 -5.47920 0.73020
H 2.69740 1.68290 2.42970
C -2.41250 2.46910 3.35820
H -2.70240 1.76780 0.12890
C -3.14260 -0.59190 -3.63190
H -5.18590 2.21810 5.29110
H -3.27080 5.04900 -0.47950
C 1.87350 3.18350 -1.06220
C 1.76790 7.21340 -0.73220
H -3.09350 -0.67200 1.12560
H 5.68320 1.44800 -2.41950
C 2.64840 2.07040 -1.56330
C -3.50520 -1.96300 2.76670
H 2.57620 1.06050 -4.48600
C -1.07170 -1.77590 -3.51060
C -5.21510 -0.89730 1.24270
N 3.84240 2.37440 -2.16830
N 1.17860 0.27190 2.44500
H 0.09230 -4.06100 -2.62990
H 0.16000 4.96400 -2.73140
H -0.08020 2.27080 4.77580
H 4.48190 4.25030 -1.49870
H 1.98900 -4.43080 3.57480
C 3.46550 1.37710 -5.01060
H -1.89550 4.70440 1.74770
H 2.04470 6.56930 0.08800
H -0.81100 3.81250 5.25840
C 3.42740 1.61480 -6.37160
C -3.12800 -0.56520 -2.24540
H -3.17030 3.61970 4.98780
H -3.91070 -0.06590 -1.69220
N -3.26040 2.50300 -0.35110
H 1.23750 -1.07080 5.37850
H 4.53960 2.20580 -8.10810
N 0.04670 -1.86560 -0.11250
H -0.02250 -1.17740 3.14890
C 5.78890 1.95380 -4.98070
H 0.84730 -4.22100 2.22050
N -3.04080 4.58230 -1.34670
H 4.24250 0.40240 -2.51830
H 0.72220 9.47550 -3.66530
C -3.73050 0.51710 2.74870
N 0.74090 -0.56160 3.37520
H -0.47190 5.24720 2.62240
C 5.75180 2.18980 -6.34370
H 0.14580 7.08470 -3.68650
C 1.89970 -4.33990 2.48670
C -1.41270 4.70960 2.72100
C 2.18360 0.92370 2.98270
C 1.45100 -0.47050 4.51400
H -5.46520 0.18110 3.94540
C 0.73580 5.20510 -1.82660
H -0.21180 -2.22260 -3.98770
H 1.96420 10.42900 -1.76000
```

The frontier orbital gap is 0.2208 Eh. For the highest occupied orbital energy, the calculation gives -3.94 eV. The calculation puts the energy relative to the best compared isomer or geometry (same formula, charge and spin) at 18.1 kcal per mole. Its strongest force on any atom is 1.94 eV Å⁻¹. As for the charge: -1.